No. 1
Formula: C38H36AlBrF4N3OP
Source: OMol25
Level of theory: the ωB97M-V functional and the def2-TZVPD basis

Atoms and positions in Å:
Al1 13.86791 17.52889 10.99392
F1 20.21476 16.84621 15.11579
C1 18.95649 17.24703 14.76664
C2 17.94207 17.15796 15.71641
F2 18.11301 16.61995 16.93729
C3 16.61503 17.51926 15.35167
F3 15.64064 17.33570 16.31109
C4 16.27255 17.69307 14.01524
P1 14.52769 17.68838 13.46260
C5 13.68474 16.34734 14.31357
C6 14.43260 15.23676 14.73454
C7 13.86110 14.22057 15.48505
C8 12.49379 14.22485 15.75212
C9 11.69024 15.26449 15.21013
C10 12.28817 16.33651 14.53215
C11 13.74354 19.20515 14.05022
C12 12.91855 19.26842 15.24225
C13 12.57507 20.47482 15.78615
C14 12.92831 21.64169 15.16620
C15 13.79160 21.64794 14.08274
C16 14.18961 20.43635 13.53273
C17 17.28026 17.59336 13.05540
Br1 16.91714 17.22310 11.18954
C18 18.59750 17.37576 13.39865
F4 19.52103 17.29198 12.43318
H1 15.51948 15.17661 14.69261
H2 14.49353 13.37431 15.72976
H3 11.96144 13.40969 16.28376
H4 10.64304 15.22079 15.51162
H5 11.63648 17.06557 14.04058
H6 12.68444 18.40214 15.78350
H7 11.97059 20.50089 16.65969
H8 12.63117 22.55599 15.65412
H9 14.02426 22.61052 13.66578
H10 14.92112 20.42520 12.66237
N1 9.88975 11.79412 10.04461
C19 9.60433 10.43085 10.14805
C20 8.51820 9.73742 9.60424
C21 8.36066 8.41072 10.10202
C22 9.22682 7.91058 11.09456
C23 10.26284 8.65742 11.64382
C24 10.42715 9.96184 11.16682
N2 11.17333 11.07140 11.71697
C25 10.78867 12.12422 11.01704
C26 11.34990 13.44581 11.10815
C27 11.01608 14.51620 10.27747
C28 11.80519 15.64908 10.20872
N3 12.93787 15.75939 10.99282
C29 13.23475 14.71060 11.81182
C30 12.41931 13.60004 11.96864
H11 9.43389 12.41946 9.32731
H12 7.84873 10.10926 8.76271
H13 7.55364 7.82033 9.75193
H14 9.12031 6.88012 11.43995
H15 10.96362 8.28532 12.39574
H16 10.10736 14.38942 9.69088
H17 11.42804 16.48922 9.61455
H18 14.26731 14.75245 12.24446
H19 12.70187 12.74956 12.61255
C31 12.57524 20.83331 9.60395
C32 12.08776 19.39994 9.41921
C33 10.60366 19.27061 9.67452
O1 12.68737 18.46404 10.27629
H20 12.20782 21.51242 8.76534
H21 13.69112 20.98242 9.63347
H22 12.18128 21.14778 10.61101
H23 12.40148 19.10183 8.40418
H24 10.34313 19.82678 10.60426
H25 10.26434 18.21377 9.76105
H26 10.03541 19.76929 8.92794
C34 15.77766 15.44866 8.82264
C35 15.63175 16.98985 8.51974
C36 14.44096 17.22857 7.53843
C37 16.80393 17.51247 7.69482
C38 15.41978 17.76834 9.78809
H27 15.74569 14.91422 7.85926
H28 14.97980 15.12824 9.50266
H29 16.67528 15.16298 9.38100
H30 14.60209 16.45150 6.69402
H31 14.48463 18.27762 7.20908
H32 13.51619 17.04427 8.07269
H33 17.00519 16.81554 6.84758
H34 17.77662 17.65887 8.19507
H35 16.58251 18.49393 7.20096
H36 15.60785 18.82590 9.69056

The value obtained for the gap between HOMO and LUMO (spin up / spin down) is 4.2 / 6.0 eV. The total charge is 0. Its spin multiplicity is 1. The value obtained for the HOMO energy (spin up / spin down) is -4.77 / -6.47 eV.

Here are the Löwdin charges for atoms 1 to 2, given in e:
1. Al 0.174
2. F 0.098

No. 2
Formula: C6H12
Source: OMol25
Level of theory: the ωB97M-V functional and the def2-TZVPD basis

Atoms and positions in Å:
C1 -1.81070 -1.77692 -0.07766
C2 -0.42309 -1.35628 -0.20730
C3 0.00576 -0.11302 0.00089
C4 -0.81505 1.02297 0.46173
C5 1.40877 -0.20456 0.24433
C6 2.08482 0.85685 0.71537
H1 -2.21773 -2.09101 -1.04448
H2 -2.43601 -0.97368 0.28802
H3 -1.94028 -2.64404 0.57217
H4 0.19151 -2.16668 -0.57986
H5 0.95518 2.00878 -2.29700
H6 -0.50484 1.95928 -0.01068
H7 -0.72676 1.17601 1.54468
H8 -1.88371 0.96943 0.25112
H9 2.00049 -1.01479 -0.16673
H10 1.57923 1.71998 1.13511
H11 1.36722 1.80495 -1.62142
H12 3.16518 0.82275 0.79172

The value obtained for the gap between HOMO and LUMO is 9.3 eV. The total charge is 0. Its spin multiplicity is 1. The value obtained for the HOMO energy is -8.19 eV.

Here are the natural (NBO) charges for atoms 1 to 2, given in e:
1. C -0.657
2. C -0.100

Number 1: electronic energy -5266.27937 a.u., F_max 2.92 eV/A. Number 2: electronic energy -235.71016 a.u., F_max 4.03 eV/A.